This record from the OMol25 dataset describes a 2-piece molecular cluster, H3N2O2S2 overall. The level of theory is ωB97M-V with the def2-TZVPD basis set.

## Properties
Largest force on an atom in eV/A: 3.5
LUMO in Eh: 0.1437
Net charge: -1
Relative energy (zero: lowest compared OMol25 entry of this formula, charge and spin) in eV: 0.648
M in g mol⁻¹: 127.17
Frontier orbital gap in eV: 7.9
Electronic energy in Eh: -1058.159912

Geometry (Å):
1 N -0.397 -0.812 -0.825
2 N -0.337 -1.801 -1.489
3 O 1.069 0.401 1.306
4 O 2.110 1.201 3.352
5 S 3.222 -1.246 1.835
6 S 2.457 0.578 1.732
7 H 0.227 -0.852 -0.060
8 H 1.171 0.944 3.305
9 H -1.054 -1.654 -2.258